This record from the Open Molecules 2025 dataset describes a molecular structure, C9H9N3 in a non-equilibrium geometry. The level of theory is ωB97M-V/def2-TZVPD.

The value obtained for the largest force on an atom is 8.55 eV/Å. Its total energy is -13944.053 eV. The energy relative to the best compared isomer or geometry (same formula, charge and spin) comes out at 138.24 kcal/mol. The frontier orbital gap is 7.90 eV. Its charge is 0.

Positions of all 21 atoms, in Å:
C (-2.14, 0.47, 0.85)
C (-1.75, -0.87, 1.49)
C (-0.52, -1.37, 1.28)
C (0.18, -0.76, 0.17)
C (1.44, -1.42, -0.17)
C (2.49, -0.87, -0.97)
C (2.10, 0.44, -1.46)
C (0.06, 0.68, -0.33)
C (-1.21, 1.17, 0.17)
H (-3.55, 0.28, 2.53)
H (-3.96, 1.55, 0.83)
H (-2.47, -1.49, 1.91)
H (-0.55, -2.28, 2.00)
H (1.60, -2.34, 0.26)
H (3.47, -1.19, -0.96)
H (2.22, 1.89, -2.80)
H (3.39, 0.47, -2.96)
H (-1.52, 2.45, 0.25)
N (-3.24, 0.96, 1.45)
N (2.77, 1.04, -2.51)
N (1.19, 1.19, -1.05)